(1)
Entry from the Open Molecules 2025 dataset: a structure of composition C28H71Cl2MnO24P4 at a distorted geometry (ωB97M-V with the def2-TZVPD basis set).

The geometry in ORCA input format:
```
! RIJCOSX wB97M-V def2-TZVPD def2/J DEFGRID3
* xyz 2 7
H -4.532 0.623 -4.361
H -0.179 1.233 2.373
O 5.242 -3.403 -0.570
O 1.464 4.446 0.157
C -1.749 2.606 -0.409
C -3.654 2.336 2.931
H -5.426 4.144 1.287
H 4.551 -0.210 4.523
H -4.256 0.139 -8.840
H -4.975 0.584 -6.588
H -0.454 -5.929 -2.414
H 5.113 -1.423 2.874
O -2.531 -0.121 -4.459
C -1.462 -5.789 -2.806
O 4.017 -1.078 0.039
H 6.198 -2.210 1.552
C -3.233 3.787 -4.276
C 1.424 4.688 -1.252
H 0.179 0.946 5.678
H -1.780 -2.097 2.604
H -5.113 1.373 1.741
P 2.917 4.182 0.917
Cl -2.372 1.999 4.102
H -1.790 -6.766 -3.161
O -0.337 -1.407 -2.851
H 4.321 3.051 3.202
H 1.215 -1.914 -1.651
O 2.504 2.279 7.509
O 3.392 -0.023 8.451
H 4.386 -5.256 -0.092
H -1.198 3.546 -0.442
O -2.445 -5.319 -1.836
H 2.340 4.267 -1.668
H -3.239 0.194 -2.524
H -3.085 -2.866 -5.242
P 4.061 -2.561 0.207
O 3.614 5.664 0.854
O 4.195 0.985 6.148
H -3.561 3.959 -5.301
H 3.981 6.741 -0.878
H 3.886 4.603 3.904
H -3.905 4.886 0.592
O 1.740 0.707 0.080
H 1.400 -0.265 -2.418
H -0.462 0.060 1.193
H 1.362 5.774 -1.322
H -1.115 -4.015 -3.821
H -0.986 1.999 -0.898
H 3.084 3.043 4.274
H 5.323 -0.514 8.853
O -4.937 4.023 -0.901
H 5.494 6.054 -0.185
O -1.581 -3.440 1.213
C -3.863 -0.812 -8.480
O -4.095 3.433 -3.217
H 1.660 -1.746 -3.346
H -3.255 -2.951 2.254
H -1.757 2.359 0.652
C 5.462 -2.312 2.349
C 0.253 0.316 1.975
H -3.499 0.625 1.428
P 2.930 0.912 7.174
H 4.530 0.147 10.216
H 0.592 4.228 -1.784
H -3.399 3.195 2.310
H 4.424 -1.070 6.036
H 4.402 5.013 -0.908
O -2.249 -4.937 -5.196
H -0.896 -3.903 -1.081
C 4.419 5.923 -0.308
H 5.926 -3.088 2.957
H 1.743 -3.082 1.836
C -4.160 1.068 2.172
H 0.465 -0.500 4.825
H -4.599 -1.535 -8.832
H -2.591 4.648 -4.092
H -2.116 -5.232 0.531
C 1.079 -1.299 -2.540
H -0.642 0.679 -2.468
C -3.897 -0.075 -4.906
H 0.745 -3.884 0.749
H -3.031 -0.737 -9.179
O 2.513 3.941 2.472
H -4.044 -4.136 -5.866
H -2.441 -3.239 -1.517
H -5.416 5.609 0.324
Cl -4.413 -0.251 3.228
H -2.640 2.893 -4.467
C 0.993 0.311 5.326
H -1.250 -0.306 -1.289
C 1.555 -3.155 0.764
P -3.578 3.857 -1.676
C -2.538 -0.474 -3.023
C -3.233 -3.943 -5.163
H -0.335 -5.296 -4.603
O -2.944 2.571 -1.049
H -2.855 -1.510 -2.902
C 1.624 0.593 1.296
C -2.190 -3.093 2.440
C -1.959 -4.140 -1.136
O 2.718 0.718 1.881
O 1.812 -0.051 6.439
O 4.400 -2.986 1.707
C 4.610 0.261 9.135
H 1.076 -2.209 0.511
H -2.077 -3.869 3.197
H 6.091 -5.263 0.119
C -4.952 4.629 0.434
O -3.648 -0.949 -7.097
Mn 4.006 0.985 0.143
O 3.697 3.015 0.402
C 5.301 -4.807 -0.477
H 0.291 -0.551 2.635
H 5.105 1.173 8.802
C -2.373 -4.201 0.285
H -3.766 -4.011 -4.214
H 1.571 0.722 4.499
H 5.918 -0.208 5.738
H -4.184 -1.121 -4.791
C 3.479 3.683 3.486
O -2.841 5.126 -1.601
H -4.465 2.786 3.504
H 5.188 -5.144 -1.508
C -1.067 -0.319 -2.363
C 4.841 -0.176 5.573
H -3.448 -4.083 0.417
C -1.284 -5.048 -4.127
H -3.242 1.041 -6.644
C -3.956 0.269 -6.360
O 2.722 -3.340 -0.104
*
```

Values from the calculation:
HOMO (spin up / spin down), eV: -13.5221 / -13.5221
HOMO-LUMO gap (spin up / spin down), eV: 8.47 / 3.37
⟨S²⟩: 12.009

=====

(2)
Entry from the Open Molecules 2025 dataset: a structure of composition C28H72BO40P8 at a distorted geometry (ωB97M-V with the def2-TZVPD basis set).

The geometry in ORCA input format:
```
! RIJCOSX wB97M-V def2-TZVPD def2/J DEFGRID3
* xyz -1 1
H 13.810 18.680 13.582
P 26.245 11.265 14.239
H 19.882 19.350 9.978
H 26.142 8.515 14.846
O 21.497 13.390 9.200
H 21.756 21.996 19.526
H 19.476 15.162 10.602
O 25.501 22.444 13.139
C 15.602 19.146 8.606
O 18.949 21.297 12.010
H 15.542 17.085 16.171
P 15.010 17.391 10.471
O 24.131 20.593 14.035
H 29.777 13.206 17.442
H 20.489 16.236 18.078
O 26.694 20.325 13.943
H 25.995 18.347 13.846
C 23.869 21.552 15.063
C 24.532 20.481 10.834
C 24.762 18.810 17.100
C 23.900 12.471 14.530
H 15.095 20.105 8.297
H 23.899 15.546 11.725
O 24.361 20.383 19.745
C 17.646 21.899 12.110
O 18.441 20.106 16.004
H 24.419 21.211 15.953
H 22.766 11.003 11.473
H 26.130 15.881 14.381
O 23.712 14.172 10.227
O 16.780 16.260 17.730
O 19.477 22.107 9.610
H 19.967 14.721 12.328
O 17.459 15.413 15.547
C 26.371 9.133 15.731
O 21.570 15.224 11.004
H 17.673 22.734 12.805
H 16.915 21.183 12.495
H 25.295 17.846 17.327
O 15.080 18.941 9.989
H 24.262 19.543 10.225
C 22.531 18.331 21.408
P 18.028 15.621 16.994
H 28.062 13.426 16.882
O 26.812 16.161 16.382
H 21.505 23.405 13.607
C 19.944 17.123 17.812
P 25.498 20.972 13.217
O 25.598 20.160 11.832
P 22.145 13.884 10.392
H 21.190 11.245 12.400
P 23.335 19.418 19.236
H 24.108 22.547 14.712
H 21.390 18.723 10.719
H 29.053 12.070 13.183
C 18.160 14.412 14.853
O 18.587 14.364 17.559
H 24.800 21.340 10.228
O 22.018 12.935 11.666
O 23.546 18.869 17.806
H 29.181 13.470 15.669
H 24.179 13.509 14.311
O 19.021 16.778 16.770
C 22.636 17.682 13.179
C 21.468 21.268 18.770
C 20.215 15.435 11.399
H 21.159 11.438 10.673
P 28.422 16.181 16.020
O 21.760 18.599 13.089
H 17.624 15.624 11.852
H 17.293 22.251 11.150
O 21.836 19.921 19.197
C 16.670 16.151 11.965
O 20.330 19.315 15.020
H 16.726 18.153 16.849
C 22.037 16.589 14.132
H 16.731 19.362 8.576
O 14.433 16.426 9.510
C 14.123 18.892 12.580
H 22.567 17.430 22.076
H 19.423 17.551 18.688
P 20.042 21.849 10.944
O 25.676 10.640 13.001
H 15.889 15.390 11.995
O 27.090 10.395 15.245
O 23.153 18.164 20.151
B 20.565 18.373 13.880
H 27.499 18.616 14.829
H 17.870 14.489 13.800
H 21.605 21.665 13.162
H 15.326 17.683 17.809
C 21.798 11.522 11.544
O 21.121 20.664 11.007
H 26.097 14.364 15.502
C 21.697 22.686 12.784
O 28.845 16.090 14.602
H 29.240 17.473 18.738
O 20.762 16.998 14.415
H 15.307 18.306 7.947
H 22.010 21.464 17.881
H 25.444 9.339 16.305
H 17.923 13.442 15.250
C 16.072 17.324 17.081
C 28.563 17.968 18.027
H 23.182 12.564 15.316
O 17.194 19.048 13.543
C 18.351 18.975 13.827
H 23.653 20.694 11.471
H 20.376 21.346 18.586
C 26.915 18.918 13.969
H 19.197 14.465 14.976
O 19.342 18.439 13.068
H 22.724 22.860 12.408
H 25.418 19.671 17.199
O 16.490 17.079 10.894
H 27.064 8.558 16.368
H 22.833 21.377 15.284
H 23.511 11.960 13.634
H 28.113 13.378 12.423
H 27.561 17.768 18.281
H 20.634 17.897 17.429
H 20.025 16.450 11.799
H 28.656 19.047 18.020
H 24.370 18.747 16.100
H 24.923 15.621 15.671
O 27.197 12.438 13.941
O 28.861 17.566 16.662
C 24.423 14.708 11.356
C 29.102 13.709 16.730
H 15.095 19.398 12.537
C 28.123 12.422 12.822
O 23.720 17.694 12.668
H 16.656 16.707 12.864
H 13.362 19.405 12.013
H 27.562 18.565 13.142
H 21.468 19.704 9.229
O 14.236 17.626 11.837
H 21.505 18.623 21.335
H 24.601 13.972 12.175
C 25.947 15.432 15.389
C 20.967 19.540 10.182
H 25.399 14.968 10.963
O 20.812 23.016 11.728
H 27.705 11.716 12.066
O 25.045 11.789 15.181
O 22.506 15.524 14.395
H 23.014 19.176 21.965
O 29.092 15.125 17.022
C 19.018 19.537 15.128
*
```

Values from the calculation:
HOMO, eV: -8.2040
HOMO-LUMO gap, eV: 10.15

=====

(3)
Entry from the Open Molecules 2025 dataset: a cluster of 10 separate species, C28H72N4O20 in total at a distorted geometry (ωB97M-V with the def2-TZVPD basis set).

The geometry in ORCA input format:
```
! RIJCOSX wB97M-V def2-TZVPD def2/J DEFGRID3
* xyz 0 1
C -7.755 -4.621 9.075
H -10.888 0.470 10.872
O -1.840 -4.666 1.432
O -3.539 -2.460 6.670
H 0.436 0.263 12.159
H -9.907 -0.041 12.240
C -10.008 -0.107 11.157
C -2.951 -1.616 7.683
C -3.651 2.488 9.519
O -1.164 -2.928 12.424
H -9.574 0.182 8.527
H -5.345 -10.395 7.990
C -8.897 -0.318 9.220
H -1.019 2.907 7.703
N -4.544 -1.798 0.778
H -0.372 1.796 4.750
H -3.752 -9.996 7.332
H -3.752 2.624 8.442
O -3.216 -7.082 12.966
H -4.809 -8.082 12.283
H -5.335 -7.658 9.594
H -8.652 -4.893 8.519
O 0.310 2.048 10.150
H -0.030 -0.975 4.835
H -1.081 -0.323 11.723
H -3.555 -11.978 13.542
O -2.228 4.696 7.537
C -3.562 -5.752 12.532
H -3.152 -4.389 4.434
O -8.908 0.292 10.494
C -6.478 -6.393 8.293
H -4.548 -5.564 12.107
H -3.635 5.224 9.031
O 0.889 -2.748 11.686
H -2.267 2.012 2.698
H -2.905 -12.132 11.924
H -1.007 3.868 6.153
H -3.874 -4.365 2.719
C -1.060 3.893 7.242
H -2.060 5.951 8.845
H -3.549 -9.513 13.863
H -4.790 -2.472 5.031
C -4.550 -1.778 5.836
H -2.907 -5.314 11.780
O -3.446 -2.310 0.854
H -7.212 -3.878 8.492
C -5.895 -7.804 8.671
C -7.102 2.155 8.950
C -0.185 -4.735 11.249
H -6.765 -0.307 9.214
H -7.362 -0.884 7.779
C -2.127 4.142 10.090
C -3.538 -4.311 8.799
O -7.070 -5.840 9.425
H -4.968 -2.159 2.906
N -0.132 -3.362 11.861
O -2.642 -3.397 9.490
H -1.061 4.266 10.277
C -0.049 -1.518 2.306
H -3.799 2.451 3.472
H -4.389 3.055 10.087
H -2.228 3.358 3.772
C -0.744 -0.345 4.306
O -4.122 -10.462 12.184
H -2.579 4.506 11.013
H -4.649 -12.462 12.217
H -5.477 -1.484 6.329
C -1.091 1.002 4.951
N 0.020 0.907 10.308
H -1.622 -0.982 4.420
H -6.750 1.759 9.902
H -0.939 -2.109 2.089
H -0.143 4.430 7.484
O -2.482 1.405 4.591
H -2.940 -4.889 8.095
H -6.684 -8.526 8.882
O -5.214 -1.664 -0.256
H 0.786 -4.993 10.825
C -4.505 -9.703 8.063
H -6.522 3.016 8.617
H -1.370 -3.020 8.004
H -0.466 -5.405 12.062
O 0.287 -0.012 9.545
C -7.594 -0.128 8.529
H -0.831 -4.650 10.376
H -9.124 -1.384 9.204
C -2.720 2.398 3.612
H -1.075 1.324 12.082
H 0.618 -2.085 2.955
H -1.007 0.957 6.037
H -6.200 -1.502 1.978
C -3.724 -8.155 12.209
H -4.865 -0.403 2.400
H -3.944 1.440 9.581
H -5.652 -5.787 7.921
C -3.060 -4.090 3.390
O -2.384 2.704 10.062
H -3.772 -1.137 8.217
H -8.010 2.554 9.400
H -4.150 -9.776 9.091
H -3.285 -5.125 13.380
C -2.047 -2.450 8.641
N -1.866 -4.615 2.697
O -4.964 -8.305 7.719
H 0.571 -1.458 1.411
H -3.460 -8.014 11.161
H -10.221 -1.164 10.995
H -2.939 -3.009 3.324
O -0.431 -0.212 2.892
C -2.579 4.993 8.888
H -4.120 -0.895 5.364
H -1.341 -1.865 9.230
O -7.395 1.195 7.932
H -4.440 -3.935 8.316
C -0.456 0.563 11.608
H -2.343 -0.856 7.191
C -3.277 -9.503 12.808
H -3.860 -5.045 9.539
O -0.954 -4.984 3.452
C -3.793 -11.844 12.486
H -2.213 -9.716 12.697
H -7.100 -6.477 7.401
H -8.122 -4.167 9.996
C -5.121 -1.423 2.116
*
```

Values from the calculation:
HOMO, eV: -9.4268
HOMO-LUMO gap, eV: 9.47
Energy above the lowest of the compared OMol25 structures with the same formula, charge and spin, kcal per mole: 396.7
SMILES: C[N+](=O)[O-].C[N+](=O)[O-].C[N+](=O)[O-].C[N+](=O)[O-].COCCOC.COCCOC.COCCOC.COCCOC.COCCOC.COCCOC